[1]
{"formula": "C3H10N2O3", "method": "the ωB97M-V functional and the def2-TZVPD basis", "charge": 0, "homo_lumo_gap_ev": 9.630, "smiles": "NCCNC(=O)O.O", "e_above_lowest_kj_mol": 51.3, "max_force_ev_per_a": 1.7, "species": ["N", "C", "C", "N", "C", "O", "O", "H", "H", "H", "H", "H", "H", "H", "H", "O", "H", "H"], "positions_angstrom": [[1.158459, 1.922312, -0.305494], [0.203827, 1.690613, 0.741977], [0.455550, 0.326422, 1.431364], [-0.813560, -0.295579, 1.867804], [-1.431479, -1.287443, 1.144178], [-2.581389, -1.620051, 1.315473], [-0.578362, -1.913788, 0.311504], [1.495719, 2.867360, -0.394533], [0.929485, 1.524243, -1.199407], [0.171489, 2.495125, 1.463224], [-0.811397, 1.665604, 0.321390], [0.944792, 0.515594, 2.375100], [1.043415, -0.259418, 0.741198], [-1.465332, 0.359375, 2.250351], [-1.101736, -2.400086, -0.343167], [0.658510, -1.808857, -3.519290], [0.246891, -1.566478, -4.362884], [1.475114, -2.214951, -3.838788]], "forces_ev_per_a": [[1.015, 0.389, 0.168], [-0.929, -0.712, -0.588], [-1.104, 1.077, 0.656], [0.722, -0.548, -1.357], [-0.094, 0.240, 0.943], [-0.093, 0.059, -0.409], [0.083, 0.062, -0.564], [-0.169, -0.044, -0.068], [-0.160, 0.011, -0.036], [0.362, 0.287, 0.168], [-0.102, -0.105, 0.102], [0.910, -0.110, -0.014], [-0.094, -0.512, 0.270], [-0.347, -0.003, 0.363], [0.025, -0.102, 0.340], [0.125, -0.026, -0.758], [-0.175, 0.064, 0.392], [0.024, -0.027, 0.391]], "mulliken_charge": [-0.569, -0.318, -0.655, -0.237, 0.622, -0.598, -0.458, 0.190, 0.194, 0.397, 0.248, 0.242, 0.364, 0.248, 0.320, -0.618, 0.313, 0.313]}


[2]
{"formula": "C4H4P2", "method": "the ωB97M-V functional and the def2-TZVPD basis", "charge": 0, "homo_lumo_gap_ev": 7.370, "smiles": "C1=C[P@@]23=P(=C2)[C@H]13", "e_above_lowest_kj_mol": 215.0, "max_force_ev_per_a": 5.8, "species": ["C", "C", "P", "P", "C", "C", "H", "H", "H", "H"], "positions_angstrom": [[1.505882, 0.771941, 0.019072], [1.165102, -0.432135, -0.596449], [-0.239671, -1.096805, 0.468967], [-1.933758, 0.808028, -0.061659], [-2.109697, -0.878658, -0.016917], [0.096614, 0.886538, 0.655584], [2.339592, 1.374367, -0.353306], [1.777080, -1.013603, -1.339848], [-2.557684, -1.787391, -0.383636], [-0.043462, 1.367721, 1.608190]], "forces_ev_per_a": [[-4.441, -3.041, -2.110], [1.703, -0.867, -0.520], [1.626, 1.877, 0.762], [0.379, -0.802, 0.115], [3.663, 2.288, -0.915], [-1.023, -0.893, 0.493], [-0.447, 0.272, 0.870], [-0.719, 0.688, 0.609], [-0.728, 0.319, 0.235], [-0.011, 0.160, 0.461]], "mulliken_charge": [-0.421, -0.290, -0.028, -0.073, -0.270, -0.463, 0.321, 0.332, 0.434, 0.458]}


[3]
{"formula": "C23H24N3S", "method": "the ωB97M-V functional and the def2-TZVPD basis", "charge": 1, "homo_lumo_gap_ev": 6.729, "e_above_lowest_kj_mol": 0.0, "max_force_ev_per_a": 2.9, "species": ["C", "S", "C", "C", "C", "N", "H", "H", "H", "H", "H", "H", "H", "C", "N", "C", "C", "C", "C", "C", "N", "C", "C", "C", "C", "C", "C", "C", "C", "C", "C", "C", "C", "C", "H", "H", "H", "H", "H", "H", "H", "H", "H", "H", "H", "H", "H", "H", "H", "H", "H"], "positions_angstrom": [[2.976675, 3.837533, 0.071397], [2.881642, 2.083381, -0.382635], [4.069160, 1.337643, 0.767552], [1.106876, 1.577063, 0.483774], [0.129956, 2.527119, -0.004932], [-0.640174, 3.328535, -0.368762], [2.056898, 4.331945, -0.246550], [3.167831, 3.982429, 1.139794], [3.811430, 4.233947, -0.515654], [3.970433, 0.251046, 0.691674], [5.078170, 1.623511, 0.450742], [3.856879, 1.676649, 1.784732], [1.334600, 1.750971, 1.543399], [0.603048, 0.914393, -4.839409], [0.295211, 0.361463, -3.534240], [0.745786, 0.878995, -2.337950], [0.381103, 0.039734, -1.293897], [0.698003, 0.173822, 0.173044], [-0.476893, -0.161482, 1.064172], [-1.829243, -0.194961, 0.754552], [-2.554570, -0.636334, 1.839209], [-3.964170, -0.980623, 1.799727], [-1.680787, -0.863482, 2.905520], [-0.361433, -0.561375, 2.457692], [0.714923, -0.721150, 3.328840], [0.451436, -1.169931, 4.633857], [-0.856559, -1.454825, 5.058210], [-1.942989, -1.373067, 4.168037], [-0.351500, -1.059694, -1.873533], [-0.417458, -0.813455, -3.278612], [-1.048429, -1.676087, -4.165261], [-1.729587, -2.776442, -3.612247], [-1.676623, -3.037079, -2.232602], [-0.955088, -2.206580, -1.363729], [0.177837, 0.271742, -5.616994], [0.194371, 1.930093, -4.935729], [1.693434, 0.982640, -4.978049], [1.274078, 1.831549, -2.335857], [1.489499, -0.565528, 0.410361], [-2.338528, 0.071708, -0.165857], [-4.286642, -1.273729, 2.803875], [-4.566087, -0.133306, 1.445737], [-4.142236, -1.817745, 1.106880], [1.726898, -0.511583, 2.971069], [1.271664, -1.272983, 5.345211], [-1.031870, -1.785697, 6.078640], [-2.960307, -1.654891, 4.445617], [-1.001773, -1.494120, -5.240587], [-2.274472, -3.457829, -4.263866], [-2.208155, -3.901069, -1.830377], [-0.862246, -2.442862, -0.305988]], "forces_ev_per_a": [[0.381, -0.039, -0.155], [-1.023, -0.076, 1.011], [-0.218, -0.049, -0.005], [1.493, 0.706, 0.298], [-1.669, 2.214, -0.674], [1.751, -1.688, 0.788], [0.029, -0.150, 0.042], [-0.168, -0.173, -0.215], [-0.135, 0.013, 0.163], [-0.037, 0.187, -0.027], [-0.277, 0.040, 0.037], [0.085, -0.051, -0.153], [-0.091, -0.033, -0.200], [0.146, 0.319, -0.048], [-0.252, -0.281, 0.463], [-0.440, -0.880, 0.058], [0.182, 0.139, -0.580], [-0.324, -1.158, -0.701], [-0.653, 0.154, 0.518], [0.500, -0.007, 0.667], [0.741, 0.219, -0.147], [-0.248, -0.093, -0.210], [0.185, -0.092, -0.864], [-0.663, -0.007, -0.384], [-0.195, -0.267, 0.548], [0.237, 0.461, -0.406], [-0.525, -0.232, -0.648], [0.460, 0.260, 0.600], [0.108, 0.427, -0.933], [0.756, 0.431, 0.563], [-0.491, -0.631, 0.160], [0.541, 0.598, -0.307], [0.280, 0.355, 0.395], [-0.470, -0.657, -0.258], [0.152, 0.254, 0.213], [-0.029, -0.318, -0.051], [-0.345, -0.169, -0.031], [-0.283, -0.418, -0.176], [-0.042, 0.517, 0.144], [0.164, -0.163, 0.149], [-0.003, 0.152, -0.329], [0.190, -0.139, 0.252], [0.115, 0.165, 0.303], [-0.178, -0.133, 0.327], [-0.222, -0.002, -0.219], [0.072, 0.009, -0.208], [0.411, 0.102, 0.153], [-0.235, -0.167, 0.335], [0.150, 0.191, 0.129], [0.245, 0.209, -0.139], [-0.157, -0.050, -0.247]], "mulliken_charge": [-0.976, 0.388, -0.981, -0.033, -0.296, -0.503, 0.376, 0.348, 0.441, 0.363, 0.415, 0.378, 1.041, -0.912, 0.081, -0.880, 0.676, 0.830, -0.394, -0.264, 0.147, -0.934, -0.045, 0.260, -0.296, -0.824, -0.707, -0.827, 0.211, -0.264, -0.881, -0.677, -0.951, -0.074, 0.287, 0.313, 0.319, 0.480, 0.767, 0.556, 0.301, 0.322, 0.325, 0.429, 0.393, 0.397, 0.264, 0.261, 0.394, 0.405, 0.548]}


[4]
{"formula": "C10H16", "method": "the ωB97M-V functional and the def2-TZVPD basis", "charge": 0, "homo_lumo_gap_ev": 9.849, "smiles": "Cc1ccccc1.CCC", "e_above_lowest_kj_mol": 228.9, "max_force_ev_per_a": 6.9, "species": ["C", "C", "C", "C", "C", "C", "C", "H", "H", "H", "H", "H", "H", "H", "H", "C", "C", "C", "H", "H", "H", "H", "H", "H", "H", "H"], "positions_angstrom": [[-2.847386, -2.375429, -1.252739], [-2.382695, -1.097894, -0.688446], [-1.211304, -0.943809, 0.100080], [-0.758648, 0.279598, 0.538468], [-1.452902, 1.450987, 0.106501], [-2.583753, 1.358435, -0.644719], [-3.025022, 0.090945, -1.110884], [-4.023238, -2.379037, -1.065452], [-2.384411, -3.206417, -0.670910], [-2.863209, -2.434942, -2.366381], [-0.791394, -1.880243, 0.394412], [0.036226, 0.241129, 1.282398], [-1.093803, 2.262358, 0.464630], [-3.140172, 2.164902, -0.876268], [-3.999489, -0.081658, -1.587069], [3.357953, -0.450616, 0.261132], [3.049757, 0.528348, 1.371599], [2.565402, 1.653234, 0.660723], [4.018648, -1.264575, 0.639845], [3.786598, -0.192764, -0.722518], [2.414387, -0.790012, -0.204206], [2.321388, 0.085732, 2.087546], [3.953441, 0.714900, 1.966703], [1.498336, 1.617847, 0.251772], [2.279781, 2.552759, 1.224907], [3.275510, 2.096221, -0.161125]], "forces_ev_per_a": [[-3.073, -0.836, 0.733], [1.144, 2.966, -1.039], [-1.609, -0.695, -0.649], [-1.076, -0.029, -0.479], [-0.352, -6.222, -0.569], [0.657, -3.780, -0.498], [0.050, -0.607, 1.586], [2.239, -0.427, -0.047], [-0.441, 0.209, -1.055], [0.861, -0.171, 0.874], [0.736, -0.324, 0.427], [-0.004, 0.613, -0.374], [1.944, 5.805, 2.097], [-1.635, 2.789, -0.783], [0.477, 0.641, -0.186], [0.242, -2.573, -0.645], [1.226, -2.179, 0.532], [-2.495, 5.972, -2.429], [-0.890, 0.009, -0.413], [0.679, 1.247, 0.890], [0.012, -0.663, 0.913], [0.304, 0.234, -0.550], [-0.136, 0.236, -0.183], [1.578, -1.102, -0.338], [0.874, 0.068, 0.783], [-1.311, -1.182, 1.401]], "mulliken_charge": [-1.226, 0.909, -0.577, -0.343, -0.747, -0.634, -0.435, 0.290, 0.319, 0.298, 0.272, 0.468, 0.652, 0.488, 0.279, -1.060, -0.026, -1.078, 0.297, 0.363, 0.190, 0.207, 0.312, 0.138, 0.332, 0.311]}


Repeat the second record exactly.
{"formula": "C4H4P2", "method": "the ωB97M-V functional and the def2-TZVPD basis", "charge": 0, "homo_lumo_gap_ev": 7.370, "smiles": "C1=C[P@@]23=P(=C2)[C@H]13", "e_above_lowest_kj_mol": 215.0, "max_force_ev_per_a": 5.8, "species": ["C", "C", "P", "P", "C", "C", "H", "H", "H", "H"], "positions_angstrom": [[1.505882, 0.771941, 0.019072], [1.165102, -0.432135, -0.596449], [-0.239671, -1.096805, 0.468967], [-1.933758, 0.808028, -0.061659], [-2.109697, -0.878658, -0.016917], [0.096614, 0.886538, 0.655584], [2.339592, 1.374367, -0.353306], [1.777080, -1.013603, -1.339848], [-2.557684, -1.787391, -0.383636], [-0.043462, 1.367721, 1.608190]], "forces_ev_per_a": [[-4.441, -3.041, -2.110], [1.703, -0.867, -0.520], [1.626, 1.877, 0.762], [0.379, -0.802, 0.115], [3.663, 2.288, -0.915], [-1.023, -0.893, 0.493], [-0.447, 0.272, 0.870], [-0.719, 0.688, 0.609], [-0.728, 0.319, 0.235], [-0.011, 0.160, 0.461]], "mulliken_charge": [-0.421, -0.290, -0.028, -0.073, -0.270, -0.463, 0.321, 0.332, 0.434, 0.458]}